1.
19
Properties=species:S:1:pos:R:3:forces:R:3 method="wB97M-V/def2-TZVPD" homo_energy_ev=-9.7 spin_multiplicity=1 e_above_lowest_ev=1.695 gap_ev=10.37
C -0.45036 1.86514 2.00951 0.421 -0.007 0.057
C -0.06855 1.16582 0.71802 1.744 -0.540 -0.264
N -2.43148 -4.85913 -0.15799 -0.043 0.966 1.766
H -1.39241 2.41272 1.88875 0.058 -0.481 0.462
H 0.30761 2.60253 2.26716 0.107 0.131 -0.330
H -0.37827 1.16734 2.83922 -0.777 -0.039 0.172
H 0.29776 0.13173 0.76642 -0.768 -0.277 0.825
H -0.93844 1.14506 0.05567 0.404 0.423 -0.608
H -3.40305 -4.59636 0.02551 -0.210 -0.308 -1.215
H -2.03745 -4.30997 -0.91125 -0.512 0.023 -0.492
H -2.10149 -4.30971 0.64996 0.767 -0.679 -0.060
C 1.98539 1.18663 -0.64670 -0.209 -0.809 -1.624
O 1.14764 1.80869 0.26561 -0.489 1.366 0.218
C 1.24491 0.79300 -1.94464 -1.043 -1.359 0.695
H 2.88814 1.77430 -0.81908 -0.409 0.653 0.067
H 2.42196 0.22973 -0.31125 -0.395 -0.037 0.546
H 1.90361 0.29052 -2.66470 -0.231 0.089 0.216
H 0.47485 0.07534 -1.56531 0.816 -0.278 -0.477
H 0.52964 1.42665 -2.46493 0.768 1.163 0.046

---

2.
197
Properties=species:S:1:pos:R:3:forces:R:3 method="wB97M-V/def2-TZVPD" s_squared=0.751 homo_energy_ev="-5.7 / -6.4" spin_multiplicity=2 gap_ev="6.24 / 6.39"
Be -0.77175 -3.92992 -3.13113 -0.279 0.984 1.283
C -2.19557 -0.15441 -0.34898 0.562 -0.698 0.494
C -0.82146 -0.49768 -0.95833 -1.124 -0.813 -2.572
C 0.31176 0.17597 -0.15353 -0.588 -0.477 -0.583
O -0.72516 -1.86122 -1.40175 0.510 0.888 1.353
H -2.31575 0.92422 -0.24794 0.142 0.131 0.419
H -2.19952 -0.68664 0.60223 -0.657 0.257 0.374
H -3.03711 -0.47793 -0.96156 0.178 -0.380 -0.115
H -0.94696 0.07764 -1.87560 0.741 0.712 -0.750
H 1.25899 0.09383 -0.68654 0.197 -0.606 0.337
H 0.28719 -0.22995 0.85777 0.588 -0.064 0.152
H 0.16376 1.25467 -0.10264 -0.440 0.154 0.159
C -2.93215 1.51024 5.01470 -0.465 0.263 -1.392
O -1.74392 1.76302 4.18876 -1.014 -0.189 0.415
C -1.92953 1.70894 2.76771 -0.439 1.552 -0.982
C -2.67906 2.92377 2.11191 -1.345 -0.243 1.230
N -2.05300 4.17423 1.86101 1.038 2.489 -0.067
C -2.97091 5.33024 1.65207 1.406 0.510 -0.852
C -2.13197 6.60357 1.52736 1.562 -0.151 1.175
O -1.56899 6.93093 2.84499 -1.212 -0.976 -0.529
C -0.46750 7.77619 2.82996 0.504 0.448 -0.971
H -3.39566 0.53120 4.89329 0.932 -0.628 0.070
H -3.80902 2.07640 4.70060 0.277 0.961 -0.136
H -2.78386 1.72071 6.07386 0.650 -0.014 -0.313
H -2.46274 0.81731 2.43786 -0.026 -0.167 0.221
H -0.97925 1.74941 2.23535 0.549 -0.563 0.681
H -3.49999 3.15083 2.79206 -0.730 -0.399 0.078
H -3.09329 2.71917 1.12467 -0.296 -1.106 0.169
H -1.31770 4.50992 2.46661 -0.056 -0.521 0.536
H -3.73933 5.59369 2.37886 -0.233 -0.830 0.441
H -3.40767 5.22801 0.65865 -0.512 -0.215 0.026
H -2.62560 7.48090 1.10940 -0.474 -0.056 0.152
H -1.29210 6.37671 0.87066 0.202 -0.015 -0.206
H -0.10245 7.98123 3.83633 -0.318 -0.074 -0.034
H -0.69042 8.69173 2.28207 -0.250 0.563 0.295
H 0.36417 7.37749 2.24905 0.281 -0.544 0.067
C 2.42558 2.46396 1.79758 0.468 -1.668 0.661
O 3.14473 3.26654 2.74895 -1.234 -1.024 -1.407
C 2.55500 4.54153 2.84818 1.805 0.455 0.346
C 3.48874 5.29478 3.82974 -1.004 0.432 -0.144
N 2.93373 6.61954 4.08971 0.114 0.395 1.811
C 3.44061 7.24911 5.33571 -0.432 0.423 -1.021
C 4.87307 7.82111 5.24546 -1.888 -1.255 0.996
O 5.09538 8.36566 3.95921 0.560 0.573 1.858
C 6.20444 9.20280 4.18813 1.729 0.397 -1.390
H 2.08087 2.90652 0.86301 0.288 0.660 0.138
H 1.59312 1.89010 2.20476 -0.738 0.794 0.658
H 3.01347 1.57629 1.56406 0.845 0.353 -0.342
H 1.52073 4.52552 3.19189 -0.034 -0.061 0.313
H 2.57435 4.98657 1.85337 -0.104 0.404 -0.156
H 4.53944 5.36048 3.54723 0.059 -0.333 -0.686
H 3.49804 4.70484 4.74625 -0.226 0.121 0.214
H 3.19659 7.31635 3.40746 -0.010 -0.407 -0.664
H 3.23603 6.68490 6.24561 0.423 -0.556 -0.203
H 2.84742 8.14611 5.51363 -0.403 0.075 -0.349
H 5.65379 7.12898 5.56093 0.230 -0.206 -0.391
H 4.77986 8.56337 6.03820 0.779 0.631 -0.108
H 6.12836 10.05550 4.86283 -1.119 0.243 -0.117
H 6.58181 9.52467 3.21751 -0.200 0.287 -0.009
H 7.05477 8.69705 4.64559 0.019 -0.780 -0.021
C -5.31574 -3.65302 6.47057 0.677 -1.425 0.282
O -4.13985 -3.10951 5.92971 -0.167 0.331 -1.057
C -4.25211 -2.69260 4.57088 -0.787 1.639 0.315
C -3.00323 -1.95206 4.15302 0.164 -0.870 0.456
N -2.15028 -2.97797 3.59746 0.002 0.307 -1.399
C -1.01832 -2.54368 2.75066 -0.483 -1.358 2.092
C -0.01654 -1.74442 3.58133 -1.027 -0.352 0.621
O 0.49423 -2.42897 4.78755 0.539 1.726 -2.240
C 1.43219 -1.49124 5.37616 0.065 -2.039 1.036
H -4.97188 -4.07476 7.41503 -0.410 0.225 0.290
H -5.61971 -4.52492 5.89135 -0.280 -0.067 -0.295
H -6.18702 -3.01353 6.61209 0.246 0.545 -0.136
H -5.08307 -1.99849 4.44520 -0.480 0.265 0.533
H -4.45313 -3.42247 3.78669 0.170 -0.899 0.544
H -2.50576 -1.50890 5.01571 -0.334 0.418 0.285
H -3.29871 -1.15127 3.47514 0.391 -0.209 -0.458
H -1.90667 -3.57422 4.37543 0.596 -0.144 -0.205
H -1.42585 -1.96604 1.92099 0.293 0.121 0.037
H -0.65107 -3.49797 2.37309 0.507 0.195 -0.292
H -0.63004 -0.96093 4.02616 0.281 0.768 -0.428
H 0.75197 -1.34226 2.92122 0.449 0.053 0.385
H 1.89315 -2.15746 6.10538 0.239 0.422 0.454
H 0.97026 -0.65676 5.90377 -0.294 0.072 -0.277
H 2.25798 -1.15566 4.74882 -0.344 0.042 -0.593
C 0.39618 -2.74088 -6.40310 0.996 -2.046 -0.752
O -0.48601 -2.55976 -5.36171 -0.561 1.522 -0.704
C -1.39109 -1.51794 -5.71873 -0.610 -0.735 1.654
C -2.23048 -1.36582 -4.51119 -1.693 0.467 1.474
N -2.83220 -2.54258 -3.84559 0.936 -0.951 -0.427
C -3.50225 -3.53765 -4.68290 -0.501 1.041 0.770
C -4.60828 -4.30071 -3.92264 0.848 -0.173 -1.445
O -5.69847 -3.47303 -3.53487 -0.215 -0.757 0.562
C -6.73849 -4.34435 -2.99702 0.795 0.601 -0.753
H -0.08230 -2.72914 -7.38240 -0.218 0.433 -0.122
H 0.69956 -3.78194 -6.29239 0.667 -0.025 -0.096
H 1.27471 -2.09579 -6.39192 -0.130 0.257 0.027
H -2.01505 -1.74787 -6.58239 0.236 -0.496 -0.314
H -0.98076 -0.52032 -5.87527 0.755 -0.110 -0.220
H -3.02941 -0.68848 -4.81291 -0.206 0.349 0.109
H -1.68523 -0.94106 -3.66835 0.363 0.421 -0.258
H -3.48183 -2.17649 -3.16438 0.019 0.039 0.257
H -2.71255 -4.18417 -5.06566 -0.307 -0.506 -0.043
H -3.97284 -3.04441 -5.53340 -0.269 0.036 -0.342
H -4.20311 -4.95199 -3.14818 0.074 0.454 0.656
H -4.93588 -5.01336 -4.67954 -0.490 -0.246 -0.196
H -6.73519 -5.20901 -3.66068 -0.353 -0.359 0.345
H -7.72201 -3.87679 -3.04376 0.243 0.344 -0.097
H -6.52681 -4.60978 -1.96124 0.129 -0.171 -0.017
C -3.18495 -4.02765 -0.54097 0.604 -1.656 1.883
O -2.20818 -4.92706 -1.23567 -0.676 1.732 0.158
C -1.58839 -5.91828 -0.38283 -0.986 0.166 -1.215
C -0.36133 -6.54562 -1.00681 0.593 1.755 0.134
N 0.59127 -5.47932 -1.35049 -0.794 0.326 -0.382
C 1.64928 -5.97262 -2.14004 1.439 -0.743 -1.463
C 2.59438 -4.92396 -2.69952 -0.487 2.234 -0.241
O 1.79573 -3.94056 -3.41448 -0.526 -0.263 -0.445
C 2.47484 -2.83018 -3.97367 0.769 -0.136 -0.348
H -2.75322 -3.48274 0.29854 0.912 0.310 -0.470
H -3.85074 -4.66351 0.04256 -0.400 -0.604 -0.316
H -3.85110 -3.32258 -1.03818 0.829 -0.373 -1.267
H -2.31324 -6.73043 -0.32710 -0.205 -0.042 0.838
H -1.25879 -5.52370 0.57831 -0.484 0.270 0.131
H -0.51374 -7.12248 -1.91901 -0.357 -0.224 0.279
H 0.03643 -7.10917 -0.16282 0.184 -0.869 -0.273
H 1.06300 -5.14149 -0.52378 -0.597 0.789 0.710
H 1.26729 -6.50250 -3.01263 -0.205 -0.179 -0.058
H 2.23732 -6.68555 -1.56206 0.472 -0.368 -0.068
H 3.38081 -5.27426 -3.36805 -0.146 -0.629 -0.016
H 3.09120 -4.30004 -1.95656 0.212 -0.414 0.651
H 2.75407 -2.92502 -5.02302 -0.346 -0.774 -0.378
H 3.46989 -2.69439 -3.54996 -0.164 0.373 0.828
H 1.85453 -1.93399 -3.96102 -0.029 -0.100 0.680
C -3.36069 2.74609 -6.50442 -0.710 -0.044 0.796
O -3.66331 1.82043 -5.44826 0.042 -0.021 0.429
C -4.01995 2.46206 -4.18898 0.443 -1.472 0.770
C -4.11132 1.30380 -3.05537 -1.118 0.189 -3.723
N -5.23589 0.36503 -3.47616 1.665 0.667 1.851
C -6.51685 0.84138 -2.96014 0.693 -0.901 -1.690
C -7.62867 0.05295 -3.68681 0.473 0.266 0.729
O -7.64641 0.35295 -5.06640 0.591 -0.327 -1.239
C -6.97753 -0.58192 -6.01160 -0.306 1.330 1.021
H -3.62106 3.72787 -6.10894 0.007 0.290 -0.584
H -3.95612 2.48947 -7.38062 -0.215 0.128 0.072
H -2.32271 2.76043 -6.83680 0.259 -0.280 0.460
H -4.98969 2.95321 -4.26936 0.032 0.255 -0.180
H -3.20611 3.14993 -3.95965 -0.170 0.306 0.262
H -4.33727 1.67276 -2.05491 0.401 0.046 -0.142
H -3.15074 0.81056 -3.20405 -0.061 -0.187 0.842
H -5.22374 0.23229 -4.47733 -0.087 0.383 0.019
H -6.64141 1.89359 -3.21594 -0.414 0.358 -0.068
H -6.51171 0.79416 -1.87118 -0.265 -0.456 0.041
H -8.51833 0.41231 -3.16964 -0.664 -0.183 -0.659
H -7.57359 -1.03296 -3.61021 0.310 -0.045 0.629
H -6.29717 -0.02070 -6.65211 -0.364 0.526 -0.159
H -7.76111 -1.03303 -6.62037 0.229 -0.319 0.165
H -6.27319 -1.26740 -5.54031 -0.659 -0.516 0.470
C 6.58418 3.57929 0.01568 -1.414 -1.396 -0.485
O 6.24267 2.28699 -0.55649 -0.814 0.763 -0.387
C 4.90029 2.27389 -1.16532 1.801 -0.333 1.072
C 4.60124 0.90397 -1.64176 1.127 -1.306 -2.167
N 5.37314 0.43476 -2.83743 0.818 0.199 1.240
C 6.85086 0.53153 -2.71728 0.148 0.054 -1.598
C 7.47269 -0.60798 -1.94948 0.194 0.095 0.553
O 8.91901 -0.44143 -1.72992 -1.861 -1.246 -0.168
C 9.18954 0.37613 -0.58286 -0.428 -0.295 -1.457
H 5.77604 3.77834 0.71951 0.363 0.330 0.638
H 6.51371 4.37117 -0.73002 0.462 0.043 -0.226
H 7.57027 3.46608 0.46613 -0.213 0.243 -0.013
H 4.88587 2.93652 -2.03066 -0.281 0.543 0.263
H 4.15464 2.41861 -0.38355 -0.049 0.998 0.007
H 3.56057 0.89544 -1.96582 -0.197 -0.352 0.433
H 4.85539 0.14519 -0.90165 -0.638 0.232 0.464
H 5.03847 0.76236 -3.73229 0.043 0.312 0.252
H 7.31694 1.47038 -2.41823 -0.604 0.254 0.061
H 7.21064 0.31002 -3.72206 0.051 0.506 -0.327
H 7.20480 -1.44243 -2.59757 0.903 -0.641 0.408
H 6.93723 -0.74771 -1.01040 0.284 -0.093 0.381
H 10.25953 0.26907 -0.40466 -0.082 0.436 -0.015
H 8.63967 0.06117 0.30402 -0.151 -0.017 0.012
H 8.84997 1.34224 -0.95625 0.488 0.635 1.077
C 3.19887 -1.85117 1.04099 2.278 0.929 0.558
C 3.01190 -3.36387 1.18562 -1.149 1.924 0.170
C 3.19179 -3.93147 2.62488 -0.911 0.062 -0.793
O 4.32598 -3.35314 3.21886 -0.028 -0.373 0.576
C 4.64582 -3.94183 4.49138 0.591 1.029 -0.748
N 1.62294 -3.55165 0.65831 0.804 -1.717 0.654
H 2.61862 -1.13632 1.62442 -0.637 -0.530 0.087
H 3.19215 -1.52635 0.00053 -0.639 -0.336 -0.206
H 4.21929 -1.56961 1.30094 0.390 -0.093 0.361
H 3.81902 -3.74366 0.55918 -0.426 -0.727 -0.281
H 3.17905 -5.02139 2.63037 0.888 -0.464 -0.526
H 2.28929 -3.81722 3.22533 -0.325 1.061 0.245
H 3.75401 -4.06526 5.10582 -0.002 -0.452 -0.057
H 5.30550 -3.24081 5.00274 -0.153 0.260 -0.002
H 5.28578 -4.81118 4.34040 -0.570 -0.565 0.105
H 1.47654 -3.02758 -0.19258 0.007 0.190 -0.388
H 0.99684 -3.10348 1.31194 -0.099 -0.032 0.131

---

3.
9
Properties=species:S:1:pos:R:3:forces:R:3 method="wB97M-V/def2-TZVPD" homo_energy_ev="-8.7 / -8.7" spin_multiplicity=1 e_above_lowest_ev=1.311 gap_ev="8.24 / 8.24"
C -0.44961 -0.13685 0.65426 1.191 3.177 -2.053
C 0.52704 1.35339 -0.46272 0.063 -1.426 -0.811
C -0.50700 1.33745 0.57893 -1.468 -0.091 -0.757
F -0.27664 2.02616 1.71068 0.344 0.000 0.170
I 2.57424 1.81704 -0.14721 -0.721 -0.251 0.378
I -2.53843 1.84529 -0.15703 0.363 0.307 -0.062
H -1.09869 -0.70930 0.03921 -0.222 -0.389 -0.220
H 0.14165 -0.51190 1.42137 1.167 -0.897 0.997
H 0.42250 1.41629 -1.60996 -0.717 -0.429 2.358

---

no.,molecular weight (g/mol)
1,91.154
2,1089.575
3,311.863